[1]
Below is the molecule C3H3ClN2 in a non-equilibrium geometry, with properties calculated with the ωB97M-V functional and the def2-TZVPD basis.

Properties
HOMO level (alpha / beta)   -7.79 / -8.73 eV
Multiplicity   3
Max |F|   3.5 eV Å⁻¹
Energy above the lowest of the compared OMol25 structures with the same formula, charge and spin   20.7 kcal/mol
⟨S²⟩   2.04
Lowest unoccupied orbital energy (alpha / beta)   0.73 / -1.25 eV

```
9
Properties=species:S:1:pos:R:3:forces:R:3
C -1.107 -0.120 0.978 1.565 -0.014 -3.092
C -0.866 0.008 -0.471 1.764 0.559 1.650
C 1.444 0.032 0.191 -0.605 -0.250 0.626
N -0.273 -0.415 1.861 0.897 -0.419 0.938
N 0.555 0.019 -0.793 -1.195 0.051 1.773
Cl 3.139 -0.135 -0.146 -0.687 0.161 -0.864
H -2.045 0.118 1.286 -3.212 0.489 0.861
H -1.621 0.408 -1.168 0.796 -0.474 0.262
H 0.774 0.084 -1.738 0.677 -0.103 -2.153
```
Positions in Å, forces in eV/Å.

In elementary charge units, the Mulliken charges are: number 1, C, carries 0.18; number 2, C, carries -0.38; number 3, C, carries -0.20; number 4, N, carries -0.47; number 5, N, carries 0.01; number 6, Cl, carries -0.13; number 7, H, carries 0.44; number 8, H, carries 0.34; number 9, H, carries 0.21

***

[2]
Below is a 2-piece molecular cluster, C3H3ClN2O2S2 overall in a non-equilibrium geometry, with properties calculated with the ωB97M-V functional and the def2-TZVPD basis.

Properties
HOMO level (alpha / beta)   -8.34 / -8.34 eV
SMILES   C#CS(N)(=O)=O.[S-][N+]#CCl
Max |F|   3.7 eV Å⁻¹
Energy above the lowest of the compared OMol25 structures with the same formula, charge and spin   107.8 kcal/mol
Lowest unoccupied orbital energy (alpha / beta)   -0.39 / -0.38 eV

```
13
Properties=species:S:1:pos:R:3:forces:R:3
C 2.128 -0.735 0.808 -2.584 1.133 -1.826
C 1.182 -0.517 0.109 -1.855 -0.593 -1.202
S -0.356 -0.881 -0.731 0.835 -0.328 0.590
N -1.330 0.309 -0.109 -0.379 -0.427 0.256
O -0.173 -0.836 -2.168 -0.302 1.388 1.607
O -0.834 -2.145 -0.247 0.115 0.854 0.561
H 2.943 -1.050 1.271 3.100 -0.628 1.972
H -1.450 0.514 0.900 0.546 -1.160 -0.859
H -1.355 1.173 -0.587 0.224 0.740 -1.042
S 2.783 -3.561 1.076 -0.122 -0.335 0.949
N 1.652 -3.646 -0.075 1.304 -1.360 -2.399
C 1.344 -3.943 -1.182 -0.220 1.071 2.763
Cl 0.385 -3.846 -2.443 -0.663 -0.356 -1.370
```
Positions in Å, forces in eV/Å.

In elementary charge units, the Mulliken charges are: number 1, C, carries 0.07; number 2, C, carries -0.55; number 3, S, carries 1.09; number 4, N, carries -0.49; number 5, O, carries -0.57; number 6, O, carries -0.55; number 7, H, carries 0.44; number 8, H, carries 0.27; number 9, H, carries 0.25; number 10, S, carries -0.30; number 11, N, carries -0.04; number 12, C, carries 0.40; number 13, Cl, carries -0.03

***

[3]
Below is the molecule C3H3ClN2OS in a non-equilibrium geometry, with properties calculated with the ωB97M-V functional and the def2-TZVPD basis.

Properties
HOMO level   -8.95 eV
Max |F|   5.3 eV Å⁻¹
Energy above the lowest of the compared OMol25 structures with the same formula, charge and spin   109.6 kcal/mol
Lowest unoccupied orbital energy   -1.04 eV

```
11
Properties=species:S:1:pos:R:3:forces:R:3
C -0.012 -0.216 0.417 -1.474 1.826 -4.785
C -1.361 -0.131 -1.396 0.174 -1.302 -2.463
C 0.544 -0.243 1.725 1.628 -3.289 1.323
N -1.143 -0.369 -0.076 1.062 -0.165 2.296
N 0.939 0.473 -1.330 0.307 0.745 3.498
O -0.219 0.346 -2.014 -1.468 0.645 -0.778
S -2.637 -0.721 -2.285 1.164 1.091 0.975
Cl 2.203 0.361 1.553 0.111 -0.018 0.799
H 0.512 -1.337 2.195 0.442 2.004 -1.324
H -0.042 0.271 2.437 -0.524 1.247 0.525
H 1.215 1.567 -1.227 -1.421 -2.784 -0.068
```
Positions in Å, forces in eV/Å.

In elementary charge units, the Mulliken charges are: number 1, C, carries 0.29; number 2, C, carries 0.28; number 3, C, carries -0.12; number 4, N, carries -0.36; number 5, N, carries -0.38; number 6, O, carries -0.13; number 7, S, carries -0.25; number 8, Cl, carries -0.15; number 9, H, carries 0.26; number 10, H, carries 0.29; number 11, H, carries 0.26

***

[4]
Below is a 2-piece molecular cluster, C3H3ClN2Si overall in a non-equilibrium geometry, with properties calculated with the ωB97M-V functional and the def2-TZVPD basis.

Properties
HOMO level (alpha / beta)   -10.35 / -10.35 eV
Max |F|   4.5 eV Å⁻¹
Energy above the lowest of the compared OMol25 structures with the same formula, charge and spin   20.9 kcal/mol
Lowest unoccupied orbital energy (alpha / beta)   -2.79 / -2.79 eV

```
10
Properties=species:S:1:pos:R:3:forces:R:3
C 1.689 0.844 -0.946 -0.759 -0.061 0.845
C -0.226 1.324 2.386 2.133 -2.483 -3.105
C -1.022 -0.731 -0.730 2.600 -1.692 -0.393
N 2.160 1.789 -1.400 0.181 -0.099 -0.202
N -1.061 1.797 3.002 -1.442 0.967 1.248
Si 0.668 -0.418 -0.029 -0.949 2.714 -0.135
Cl 1.860 -1.945 0.233 0.370 -0.798 0.588
H -1.193 -1.742 -0.429 -0.202 -1.047 0.103
H -1.765 -0.219 -0.282 -2.302 2.229 1.481
H -1.110 -0.699 -1.803 0.370 0.270 -0.431
```
Positions in Å, forces in eV/Å.

In elementary charge units, the Mulliken charges are: number 1, C, carries 0.21; number 2, C, carries -0.16; number 3, C, carries -0.96; number 4, N, carries -0.30; number 5, N, carries -0.39; number 6, Si, carries 0.64; number 7, Cl, carries -0.12; number 8, H, carries 0.32; number 9, H, carries 0.39; number 10, H, carries 0.36

***

[5]
Below is an isolated ion of composition C3H3ClNO and charge +1 in a non-equilibrium geometry, with properties calculated with the ωB97M-V functional and the def2-TZVPD basis.

Properties
HOMO level   -16.39 eV
Total charge   +1
SMILES   O=[N+]1C=C[C@H]1Cl
Max |F|   5.5 eV Å⁻¹
Energy above the lowest of the compared OMol25 structures with the same formula, charge and spin   58.8 kcal/mol
Lowest unoccupied orbital energy   -7.59 eV

```
9
Properties=species:S:1:pos:R:3:forces:R:3
O -1.183 -1.793 -0.116 0.833 0.638 1.130
N -0.382 -0.971 0.134 2.425 -1.150 -4.779
C 0.960 -0.544 -0.617 -1.206 2.512 1.063
C 0.739 0.781 -0.129 0.567 -3.825 -0.572
C -0.496 0.373 0.672 -0.982 2.029 -1.080
Cl -1.942 1.147 0.045 0.025 0.013 0.317
H 1.621 -1.066 -1.402 -1.283 0.514 1.627
H 1.212 1.785 -0.290 -0.605 -1.259 0.098
H -0.530 0.288 1.704 0.226 0.529 2.197
```
Positions in Å, forces in eV/Å.

In elementary charge units, the Mulliken charges are: number 1, O, carries -0.24; number 2, N, carries 0.50; number 3, C, carries -0.25; number 4, C, carries -0.18; number 5, C, carries 0.13; number 6, Cl, carries -0.06; number 7, H, carries 0.38; number 8, H, carries 0.37; number 9, H, carries 0.35

***

[6]
Below is the molecule C3H3ClO in a non-equilibrium geometry, with properties calculated with the ωB97M-V functional and the def2-TZVPD basis.

Properties
HOMO level   -10.09 eV
SMILES   C#COCCl
Max |F|   2.8 eV Å⁻¹
Energy above the lowest of the compared OMol25 structures with the same formula, charge and spin   54.3 kcal/mol
Lowest unoccupied orbital energy   0.77 eV

```
8
Properties=species:S:1:pos:R:3:forces:R:3
C -1.013 1.979 -0.412 0.676 -0.241 0.486
C -0.471 0.916 -0.275 -0.870 -0.403 -1.407
O -0.334 -0.374 -0.414 1.016 1.388 -1.252
C -0.913 -1.011 0.612 0.785 -1.620 2.150
Cl 0.042 -0.713 2.130 -0.450 0.052 0.028
H -1.109 2.954 -0.106 -0.397 1.770 0.087
H -0.720 -2.021 0.417 -0.163 -1.616 -0.124
H -1.950 -0.838 0.799 -0.597 0.671 0.031
```
Positions in Å, forces in eV/Å.

In elementary charge units, the Mulliken charges are: number 1, C, carries -0.23; number 2, C, carries 0.00; number 3, O, carries -0.30; number 4, C, carries -0.22; number 5, Cl, carries -0.19; number 6, H, carries 0.34; number 7, H, carries 0.25; number 8, H, carries 0.34